[1]
This record from OMol25 describes C13H16N4O5PRh as an isolated structure. The level of theory is wB97M-V/def2-TZVPD.

Structure (XYZ):
```
40
Properties=species:S:1:pos:R:3:forces:R:3:nbo_charge:R:1
Rh -0.66817 0.32329 0.05988 -0.5 -0.4 0.7 1.02
O 0.20684 -0.48016 5.85274 0.0 -0.1 0.0 -0.59
C -0.06609 -0.45338 4.56466 0.0 0.1 0.0 0.43
C -1.36967 -0.31351 4.04970 0.0 -0.2 0.0 -0.26
C -1.51796 -0.27452 2.69249 0.3 -0.1 0.0 0.13
N -0.45100 -0.35774 1.88115 0.2 1.0 0.3 -0.40
C 0.79321 -0.52078 2.34680 -0.2 -0.1 0.1 0.11
C 1.03374 -0.57286 3.68800 0.0 -0.1 0.1 -0.24
C 1.77830 -0.65061 1.22848 0.0 0.2 0.0 0.73
O 2.87343 -1.09888 1.37811 0.1 0.2 -0.2 -0.49
O 1.28097 -0.17999 0.07924 0.7 -0.3 -1.0 -0.74
C -2.78104 -0.20371 1.89647 -0.1 0.3 0.2 0.73
O -3.84375 -0.49770 2.33900 0.0 0.2 -0.3 -0.44
O -2.51014 0.18346 0.63382 -0.7 -0.3 -0.7 -0.69
H -0.57968 -0.46298 6.41583 0.0 0.0 0.0 0.52
H -2.24413 -0.24960 4.68568 0.0 -0.1 0.0 0.28
H 2.03477 -0.70601 4.07560 0.0 -0.1 0.0 0.29
C 1.33779 4.85597 -1.86056 -0.1 0.1 0.1 -0.06
N 2.22859 3.60139 -1.94810 0.0 0.0 0.0 -0.38
C 3.23198 3.65842 -0.77417 0.0 0.0 0.2 -0.06
N 2.53439 3.77872 0.45612 0.1 0.1 0.2 -0.42
C 1.70297 4.97767 0.49319 0.0 -0.1 -0.1 -0.08
N 0.71254 4.92836 -0.58409 0.0 0.1 0.0 -0.42
C -0.35383 3.96446 -0.37048 -0.3 -0.3 -0.2 -0.51
P 0.41299 2.27210 -0.34779 0.7 0.1 1.1 1.10
C 1.40562 2.34965 -1.90684 -0.2 -0.4 -0.2 -0.56
C 1.80542 2.57965 0.83681 -0.1 0.0 0.0 -0.52
H 0.60522 4.80876 -2.66503 0.0 -0.1 0.0 0.24
H 1.99139 5.71356 -2.01457 0.1 0.0 0.0 0.25
H 2.74982 3.61975 -2.82905 0.0 0.0 0.0 0.46
H 3.86429 4.52835 -0.94652 0.0 0.0 -0.1 0.25
H 3.83491 2.75197 -0.80429 0.0 0.0 -0.1 0.24
H 2.32868 5.86058 0.36794 0.0 0.0 0.0 0.24
H 1.19573 5.04281 1.45318 0.0 0.0 0.0 0.24
H -1.09853 4.03605 -1.16484 0.0 0.0 0.0 0.26
H -0.86487 4.14901 0.57454 0.0 0.0 0.0 0.27
H 0.75889 2.32015 -2.78508 0.0 0.1 0.0 0.27
H 2.05694 1.47326 -1.94300 0.1 0.0 0.0 0.29
H 2.46723 1.71552 0.82145 0.0 0.0 0.0 0.27
H 1.41070 2.68472 1.84911 0.0 0.0 0.0 0.26
```
Positions in Å, forces in eV/Å.

Output
charge	+2
Kohn-Sham gap	0.247	Eh
E_tot	-42218.3110	eV
LUMO level	-9.451	eV
HOMO	-16.178	eV

***

[2]
This record from OMol25 describes one molecule with the formula C13H16O4S. The level of theory is wB97M-V/def2-TZVPD.

Structure (XYZ):
```
34
Properties=species:S:1:pos:R:3:forces:R:3:nbo_charge:R:1
O 0.98677 2.51010 -2.16706 -0.4 -1.3 1.3 -0.50
O 1.18825 -0.97061 -3.50778 -2.0 -0.1 1.4 -0.54
O 0.04228 -0.50179 3.73663 0.9 0.3 -0.1 -0.42
O -0.67303 -0.26013 -0.76048 0.6 0.3 1.3 -0.54
S -0.53916 2.02673 0.73285 -0.8 0.3 -0.4 0.25
C 0.28791 1.57263 -1.82135 0.4 2.2 -1.3 0.58
C 0.35115 -1.37444 -2.68356 2.3 0.8 -1.7 0.57
C 1.09928 -0.24388 4.61451 0.1 1.2 -0.2 0.07
C 1.42000 1.08195 4.61153 -1.8 -0.6 -0.9 -0.30
C 0.48970 1.69207 3.68436 0.6 -0.1 0.2 -0.30
C -0.24888 0.70035 3.12360 0.0 1.1 0.7 0.26
C 0.54309 -2.76596 -2.16898 0.0 -0.9 0.8 -0.73
C -1.27290 0.96236 2.01748 0.4 -1.8 0.4 -0.58
C 1.57346 0.35880 0.07943 -1.1 -0.5 0.1 -0.63
C -2.16808 -1.05583 -2.46954 -0.1 -0.9 0.4 -0.62
C -0.72974 0.95579 -2.74998 1.1 -0.9 0.1 -0.54
C 0.20953 0.86041 -0.46011 0.5 -1.1 0.1 0.04
C -0.79830 -0.44962 -2.14528 -1.1 -0.1 -1.6 0.16
H 1.59503 -0.99482 5.21929 -0.7 -0.4 -0.5 0.21
H 2.14007 1.60802 5.19191 0.4 0.0 0.3 0.23
H 0.40563 2.75282 3.45526 0.1 -0.4 -0.1 0.23
H 1.48409 -3.23792 -2.50122 -0.4 0.7 -0.2 0.25
H -0.26732 -3.44001 -2.48300 0.0 0.3 0.3 0.24
H 0.60430 -2.76191 -1.07038 -0.4 0.0 -0.2 0.24
H -1.61736 0.00354 1.56905 0.2 0.7 0.2 0.26
H -2.16325 1.46947 2.43035 0.5 -0.1 -0.3 0.25
H 1.41483 -0.22406 1.00556 0.0 0.4 -0.3 0.23
H 2.05338 -0.31086 -0.62491 0.1 0.0 -0.3 0.22
H 2.20362 1.20549 0.29048 0.3 0.3 0.0 0.24
H -2.94642 -0.53729 -1.89548 0.3 -0.1 -0.1 0.23
H -2.41031 -0.94639 -3.53138 0.2 0.0 0.1 0.22
H -2.22924 -2.13734 -2.22852 0.0 0.6 0.0 0.21
H -1.66415 1.51275 -2.71483 -0.2 -0.2 0.3 0.25
H -0.36421 0.93959 -3.77844 0.1 0.2 0.2 0.27
```
Positions in Å, forces in eV/Å.

Output
SMILES	CC(=O)[C@]1(C)CC(=O)[C@@](C)(SCc2ccco2)O1
Kohn-Sham gap	0.336	Eh
E_tot	-32764.1250	eV
LUMO level	0.600	eV
energy relative to the best compared isomer or geometry (same formula, charge and spin)	47.94	kcal per mole
HOMO	-8.552	eV

***

[3]
This record from OMol25 describes a 2-piece molecular cluster, C13H16OS overall. The level of theory is wB97M-V/def2-TZVPD.

Structure (XYZ):
```
31
Properties=species:S:1:pos:R:3:forces:R:3:nbo_charge:R:1
C 3.52217 1.36000 -0.27507 -1.6 -0.9 -0.2 -0.19
C 2.96175 0.05202 -0.20917 -0.5 3.5 -1.5 -0.19
C 2.85954 2.39786 -0.93592 -2.0 -1.9 0.6 -0.22
C 1.73765 -0.12111 -0.81133 -1.2 -3.2 -1.0 -0.21
C 1.58213 2.17526 -1.49055 0.1 -2.2 0.0 -0.20
C 1.03113 0.86405 -1.45123 0.7 2.3 -0.1 -0.20
C -1.54464 -2.65431 -3.37284 0.1 1.6 1.6 -0.39
C -1.76857 -1.85428 -2.25571 -1.3 -3.5 -0.8 -0.35
C -1.03471 -1.29428 2.59967 -3.4 -3.3 -1.3 -0.46
C -0.94914 -0.91034 -1.75014 2.1 2.7 0.0 -0.24
C -1.38654 -0.12934 2.07208 0.0 0.4 -0.2 0.00
C -2.57922 0.05564 1.10478 0.3 -2.2 -1.8 -0.65
C -0.60783 1.12204 2.41495 -2.3 1.4 -2.3 -0.09
O 0.59282 0.91079 3.03862 -0.1 -1.9 2.8 -0.69
S -0.46371 0.53373 -2.42278 0.2 -1.1 0.8 0.45
H 4.39404 1.58248 0.27576 1.1 0.1 0.3 0.21
H 3.50139 -0.74801 0.14543 1.0 -1.6 1.1 0.21
H 3.17031 3.37593 -0.79606 0.9 1.7 -0.2 0.21
H 1.26855 -1.15370 -0.98457 0.9 1.4 0.9 0.24
H 0.98680 2.87061 -2.03452 0.0 1.0 -0.1 0.21
H -1.95513 -3.63893 -3.33938 -0.3 -0.4 -0.3 0.20
H -0.76461 -2.42096 -4.09714 -0.3 0.0 0.1 0.20
H -2.33822 -2.33873 -1.41475 -0.1 0.4 -1.1 0.24
H -1.75493 -2.20400 2.35953 1.2 2.0 0.2 0.19
H -0.31902 -1.78087 3.22084 1.2 1.1 0.5 0.22
H -3.19144 0.92768 1.20060 0.1 0.9 0.5 0.22
H -3.37543 -0.78744 1.04435 1.7 1.0 0.6 0.22
H -2.14042 0.07718 0.02905 -0.6 0.1 1.8 0.23
H -1.42055 1.76528 2.87386 1.1 -0.4 0.8 0.16
H -0.44468 1.78803 1.50498 0.3 -1.2 0.6 0.19
H 0.43049 0.17773 3.75666 0.5 2.1 -2.0 0.47
```
Positions in Å, forces in eV/Å.

Output
Kohn-Sham gap (spin up / spin down)	0.265 / 0.265	Eh
E_tot	-26617.2007	eV
LUMO level (spin up / spin down)	-0.461 / -0.462	eV
energy relative to the best compared isomer or geometry (same formula, charge and spin)	71.58	kcal per mole
HOMO (spin up / spin down)	-7.674 / -7.674	eV

***

[4]
This record from OMol25 describes one molecule with the formula C13H17BCl4N2OSi. The level of theory is wB97M-V/def2-TZVPD.

Structure (XYZ):
```
39
Properties=species:S:1:pos:R:3:forces:R:3:nbo_charge:R:1
Cl -1.54915 0.32468 -4.41267 -0.1 0.4 0.1 -0.27
B -2.07547 1.24479 -2.87788 -0.3 -0.6 0.2 0.49
Cl -3.10997 2.77391 -3.20973 0.5 -0.6 0.2 -0.26
Cl -3.15155 -0.02497 -1.83787 0.3 0.5 0.0 -0.37
O -0.83978 1.50874 -2.15714 0.0 -0.1 0.8 -0.73
C -0.69033 1.80690 -0.83527 -0.6 0.3 -0.1 0.31
C 0.29323 2.97339 -0.68267 -0.2 0.3 -0.7 -0.07
C 0.08744 4.05687 0.20859 0.7 -0.9 0.3 -0.20
C 1.16813 4.91656 0.47715 0.7 -0.3 -0.1 -0.23
C 2.41266 4.71889 -0.16446 -1.5 -0.3 -1.2 -0.04
Cl 3.80758 5.67888 0.21363 -0.2 -0.1 0.1 0.02
C 2.45747 3.86228 -1.28507 -0.4 -0.2 0.2 -0.22
C 1.36166 3.03339 -1.60167 0.7 -0.3 1.4 -0.17
H -1.56826 1.99950 -0.19981 -0.5 0.4 -1.0 0.20
H -0.86411 4.17211 0.76654 0.7 -0.2 -0.4 0.23
H 1.11127 5.69562 1.23279 -0.2 -0.1 -0.2 0.23
H 3.35941 3.78496 -1.88646 -0.1 0.2 0.1 0.23
H 1.40439 2.30963 -2.43739 0.0 0.6 0.6 0.25
C 1.47356 -3.83661 0.15409 0.1 -0.3 -0.1 -1.14
Si -0.13117 -3.41656 0.98828 -0.2 1.0 -0.5 1.79
C -1.63608 -4.13099 0.17480 0.0 -0.3 0.0 -1.14
C -0.05053 -3.92792 2.77912 0.0 0.1 0.3 -1.14
N -0.30034 -1.53511 0.79656 -0.1 0.3 -0.3 -0.65
C -0.37298 -0.76537 -0.33346 0.7 -0.2 0.3 0.30
N -0.27968 0.53110 -0.02966 -0.7 -0.3 1.4 -0.32
C -0.35728 0.61466 1.37391 0.8 -0.3 -0.3 -0.08
C -0.29740 -0.64541 1.87392 -0.2 0.0 -0.3 -0.05
H 1.57141 -4.93020 0.19151 0.1 0.1 -0.1 0.25
H 1.52946 -3.53666 -0.89545 -0.1 0.0 0.1 0.26
H 2.35121 -3.42189 0.65986 -0.2 0.0 0.0 0.25
H -1.50259 -5.22193 0.17952 -0.1 0.1 -0.1 0.25
H -2.56519 -3.92149 0.71466 0.2 0.1 0.0 0.26
H -1.78120 -3.81770 -0.86261 0.1 0.0 0.1 0.27
H 0.07063 -5.02149 2.74560 0.0 0.2 0.0 0.26
H 0.80195 -3.54104 3.34927 -0.1 0.0 -0.2 0.25
H -0.95049 -3.73479 3.37393 0.0 0.0 -0.3 0.26
H -0.48638 -1.13512 -1.34754 0.1 0.1 0.2 0.27
H -0.41166 1.55838 1.89587 0.1 -0.1 -0.2 0.25
H -0.28987 -0.99998 2.90719 0.0 0.2 -0.6 0.24
```
Positions in Å, forces in eV/Å.

Output
Kohn-Sham gap	0.337	Eh
E_tot	-77433.7148	eV
LUMO level	0.046	eV
energy relative to the best compared isomer or geometry (same formula, charge and spin)	0.00	kcal per mole
HOMO	-9.113	eV

***

E_tot of number 1 (C13H16N4O5PRh)? -42218.3110 eV